Record 1
{
  "formula": "C4H12",
  "method": "wB97M-V/def2-TZVPD",
  "total_charge": 0,
  "orbital_gap_ev": 12.66,
  "e_above_lowest_kj_mol": 40.72,
  "e_tot_ha": -159.56946,
  "fmax_ev_per_a": 1.31,
  "species": ["C", "C", "H", "H", "H", "H", "H", "H", "C", "C", "H", "H", "H", "H", "H", "H"],
  "xyz": [[-1.5837, 2.3392, 1.2647], [-1.2234, 1.2482, 0.2717], [-1.4593, 2.0391, 2.3027], [-1.1294, 3.3034, 1.0581], [-2.6415, 2.5738, 1.1700], [-0.1724, 1.2183, -0.0281], [-1.8358, 1.2450, -0.6283], [-1.3537, 0.2486, 0.7099], [0.8978, -1.9292, -1.3334], [1.9019, -1.6601, -0.2151], [1.3590, -2.2895, -2.2492], [0.2127, -2.7348, -1.0977], [0.4386, -0.9811, -1.6194], [2.8296, -2.2078, -0.3117], [1.4238, -1.8022, 0.7514], [2.0745, -0.5900, -0.0384]],
  "forces_ev_per_angstrom": [[-0.8, 0.2, -0.3], [0.4, -1.0, 0.1], [0.4, 0.1, 0.0], [0.5, -0.1, 0.1], [-0.3, -0.2, 0.0], [0.0, 0.4, 0.0], [0.0, 0.3, -0.1], [-0.3, 0.2, 0.1], [0.6, 0.3, -0.5], [-0.7, 0.8, 0.7], [0.5, 0.1, -0.1], [-0.5, 0.3, 0.3], [-0.6, -0.4, 0.1], [0.1, 0.0, 0.2], [0.1, -1.0, 0.2], [0.6, 0.0, -0.9]],
  "mulliken_charge": [-0.9154, -0.7181, 0.2750, 0.2932, 0.2783, 0.1923, 0.3146, 0.2716, -0.7981, -0.8190, 0.3381, 0.2609, 0.1963, 0.3023, 0.2749, 0.2531]
}



Record 2
{
  "formula": "C4H12",
  "method": "wB97M-V/def2-TZVPD",
  "total_charge": 0,
  "orbital_gap_ev": 12.57,
  "e_above_lowest_kj_mol": 41.83,
  "e_tot_ha": -159.56904,
  "fmax_ev_per_a": 2.18,
  "species": ["C", "C", "H", "H", "H", "H", "H", "H", "C", "C", "H", "H", "H", "H", "H", "H"],
  "xyz": [[2.4324, -1.7094, -1.0907], [1.3268, -0.6176, -0.9035], [2.6349, -2.3114, -0.2155], [2.0728, -2.3781, -1.8787], [3.3147, -1.2869, -1.5774], [1.5867, 0.0725, -0.1068], [1.3496, -0.0749, -1.8436], [0.4407, -1.1952, -0.6677], [-2.5175, 0.7464, 1.0928], [-1.2940, 1.6505, 1.0505], [-3.4313, 1.1571, 0.6680], [-2.3429, -0.0729, 0.3859], [-2.7340, 0.3045, 2.0589], [-1.4908, 2.6782, 0.7350], [-0.5793, 1.3317, 0.2905], [-0.7690, 1.7054, 2.0024]],
  "forces_ev_per_angstrom": [[-0.7, 0.5, -1.1], [1.8, -1.2, 0.0], [0.3, 0.1, 0.2], [-0.1, -0.2, 0.2], [0.3, 0.0, 0.7], [-0.1, 0.0, 0.2], [-0.8, 0.1, 0.0], [-0.6, 0.6, -0.2], [0.0, -0.7, -1.1], [0.3, 0.7, -0.3], [0.0, 0.6, 0.4], [0.1, -0.3, 0.4], [0.0, 0.1, 0.2], [-0.4, 0.0, 0.3], [0.1, -0.3, 0.2], [0.0, -0.1, 0.0]],
  "mulliken_charge": [-1.0295, -0.6230, 0.3354, 0.2934, 0.2990, 0.2508, 0.2462, 0.2183, -0.8185, -0.5485, 0.2857, 0.2325, 0.2789, 0.3044, 0.0004, 0.2746]
}



Record 3
{
  "formula": "C4H12",
  "method": "wB97M-V/def2-TZVPD",
  "total_charge": 0,
  "orbital_gap_ev": 12.38,
  "e_above_lowest_kj_mol": 122.07,
  "e_tot_ha": -159.53848,
  "fmax_ev_per_a": 4.97,
  "species": ["C", "C", "H", "H", "H", "H", "H", "H", "C", "C", "H", "H", "H", "H", "H", "H"],
  "xyz": [[0.0062, 0.7497, 2.0412], [-1.3319, 1.3704, 2.3800], [0.0645, 0.4022, 0.9259], [0.8676, 1.4387, 2.0393], [0.3968, 0.0093, 2.7089], [-1.4515, 1.4090, 3.3624], [-2.0318, 0.7614, 1.8523], [-1.4097, 2.4830, 2.2247], [-0.1359, -1.2431, -1.9635], [1.3131, -1.0317, -2.5454], [-0.9022, -0.8103, -2.5432], [-0.2426, -2.1981, -1.5485], [-0.0644, -0.5976, -0.9836], [1.2176, -0.2012, -3.2804], [1.7605, -1.9024, -2.9345], [1.9440, -0.6393, -1.7356]],
  "forces_ev_per_angstrom": [[1.9, 0.9, -2.8], [1.5, 1.3, -3.2], [-0.4, 0.1, 2.1], [-0.5, 0.4, 0.2], [-0.5, -1.0, 0.3], [-0.9, -0.8, 4.5], [-1.2, 0.2, 0.0], [0.1, -1.1, -1.1], [3.1, 2.7, 2.8], [-1.6, 2.0, 0.6], [-1.0, -0.2, -0.8], [-0.7, -1.6, 0.0], [-0.7, -0.9, -1.7], [0.5, -0.8, 0.2], [0.4, -0.9, -0.8], [0.0, -0.3, -0.3]],
  "mulliken_charge": [-0.3395, -0.8795, -0.2868, 0.2914, 0.3211, 0.3515, 0.2692, 0.2459, -0.2175, -0.7791, 0.3086, 0.3055, -0.3605, 0.2359, 0.2873, 0.2463]
}